42
Properties=species:S:1:pos:R:3:forces:R:3:mulliken_charge:R:1 method="wB97M-V/def2-TZVPD" multiplicity=1 mol_weight_g_mol=422.34 e_lumo_ev=-11.34 total_charge=+3 homo_lumo_gap_ev=6.5 de_lowest_kj_mol=113.4 fmax_ha_per_bohr=0.064
Ti -1.05083 0.62442 -0.74663 -2.7 0.2 -1.9 0.453
N -2.43852 2.39210 -1.09781 -0.2 0.4 0.0 -0.571
N -2.08891 2.89161 -2.38159 -0.1 0.6 -0.3 -0.266
C -1.60813 2.09417 -3.36295 -0.3 0.0 0.2 0.955
N -1.39779 2.57465 -4.56490 0.0 -0.1 0.2 -0.351
S -1.30439 0.41433 -3.06583 0.0 0.0 0.1 -0.200
H -3.47096 2.30733 -1.03059 0.6 0.1 -0.1 0.334
H -2.14358 3.08604 -0.38852 -0.2 -0.1 -0.5 0.412
H -2.35586 3.85517 -2.59720 0.1 -0.3 0.2 0.242
H -1.60786 3.52815 -4.83979 0.0 0.0 0.1 0.247
H -1.02208 1.96969 -5.28966 0.0 0.1 0.1 0.248
O 0.22175 1.76838 -0.05255 1.2 1.1 0.8 -0.620
S 1.39405 0.80517 -0.40722 1.2 -0.1 -0.2 1.919
O 1.65331 0.96540 -1.79782 1.1 0.0 0.3 -0.542
N 0.35591 -0.51551 -0.37826 0.9 0.6 0.2 -0.269
C 0.05516 -1.66538 0.33211 -0.5 -1.6 1.0 0.559
C 0.90821 -2.65174 0.79769 -0.3 0.6 -0.5 -0.558
C 0.37757 -3.81995 1.36539 -0.3 -0.2 0.1 -0.898
C -0.97785 -4.01434 1.48274 0.3 0.1 0.0 -0.838
C -1.88629 -3.01466 1.05922 0.2 0.6 -0.3 0.485
C -3.28887 -3.12258 1.13969 0.3 0.2 -0.1 -0.369
C -4.07810 -2.08666 0.67551 0.1 0.3 -0.2 -0.948
C -3.48288 -0.94388 0.14541 -0.7 -0.1 0.1 0.071
N -2.15484 -0.79526 0.04220 -0.2 -0.8 0.6 -0.001
C -1.35724 -1.82390 0.49248 0.9 -0.8 0.3 0.581
C 2.77122 0.98357 0.70373 -1.2 -0.1 -0.4 0.557
C 4.04027 0.73209 0.20730 0.3 -0.1 -0.4 -0.391
C 5.11991 0.95057 1.05004 -0.2 -0.1 -0.2 -0.748
C 4.91365 1.41148 2.34373 -0.1 0.0 -0.1 -0.405
C 3.62811 1.65401 2.81536 -0.3 -0.1 -0.1 -0.767
C 2.53189 1.42906 1.99421 -0.1 0.2 0.6 -0.318
H 1.97780 -2.54177 0.68803 0.1 0.0 0.0 0.551
H 1.06293 -4.58851 1.69090 0.0 0.0 0.0 0.435
H -1.36132 -4.93682 1.89206 0.0 -0.1 0.1 0.485
H -3.73482 -4.01506 1.55762 -0.1 0.0 0.0 0.522
H -5.15514 -2.15690 0.70968 0.0 0.1 0.0 0.428
H -4.10357 -0.12248 -0.21538 0.1 -0.2 0.1 0.366
H 4.17246 0.39754 -0.80806 0.2 -0.1 -0.2 0.455
H 6.11858 0.75643 0.68941 0.1 0.0 0.0 0.450
H 5.76111 1.59143 2.98824 0.1 0.0 0.1 0.455
H 3.48060 2.01067 3.82467 0.0 0.0 0.0 0.438
H 1.52534 1.62195 2.33731 0.0 0.0 0.1 0.413

---

35
Properties=species:S:1:pos:R:3:forces:R:3:mulliken_charge:R:1 method="wB97M-V/def2-TZVPD" multiplicity=1 mol_weight_g_mol=406.56 e_lumo_ev="-5.28 / -5.13" total_charge=+1 homo_lumo_gap_ev="6.5 / 6.6" fmax_ha_per_bohr=0.005
Co -0.42177 -0.10932 -1.57241 0.2 0.1 -0.1 0.488
Cl -0.40304 -6.58863 -3.76168 0.0 0.0 0.0 -0.173
C -0.46794 -5.12092 -2.86259 0.0 0.0 0.0 0.478
C -0.71495 -3.92920 -3.52532 0.0 0.0 0.0 -0.989
C -0.76188 -2.78862 -2.75492 0.0 0.0 -0.1 0.925
Cl -1.05345 -1.21872 -3.49495 0.0 -0.1 0.1 -0.074
C -0.56876 -2.75671 -1.38131 0.0 0.0 0.1 0.188
O -0.63719 -1.61308 -0.68484 -0.1 0.0 -0.2 -0.505
C -0.30729 -3.97929 -0.75496 0.0 0.0 0.0 0.471
Cl -0.04528 -4.00732 0.94384 0.0 0.0 0.0 -0.161
C -0.26582 -5.15065 -1.48796 0.0 0.0 0.0 -0.743
H -0.86292 -3.89994 -4.59496 0.0 0.0 0.0 0.465
H -0.06848 -6.08757 -0.98714 0.0 0.0 0.0 0.457
C -0.13432 3.08735 -0.60519 -0.1 0.0 0.0 -1.392
C -0.27134 1.99649 0.40807 -0.1 0.0 -0.2 0.959
O -0.39772 0.80120 0.05988 0.1 0.0 0.2 -0.462
C -0.28738 2.28971 1.83163 0.0 0.0 0.0 0.572
C -0.22677 3.61070 2.29048 0.0 0.0 0.0 -0.378
C -0.24345 3.86891 3.64757 0.0 0.0 0.0 -0.829
C -0.31666 2.81425 4.54944 0.0 0.0 0.0 -0.358
C -0.37414 1.49859 4.10213 0.0 0.0 0.0 -0.660
C -0.36099 1.23211 2.74810 0.0 0.0 0.0 -0.390
H -0.10105 2.68216 -1.61224 0.1 0.0 0.0 0.316
H 0.76062 3.68055 -0.41930 0.0 0.0 0.0 0.424
H -0.99023 3.76060 -0.52238 0.0 0.0 0.0 0.482
H -0.17131 4.43605 1.59412 0.0 0.0 0.0 0.359
H -0.19963 4.88808 4.00510 0.0 0.0 0.0 0.406
H -0.32824 3.01998 5.61167 0.0 0.0 0.0 0.406
H -0.42858 0.68613 4.81321 0.0 0.0 0.0 0.413
H -0.40287 0.21485 2.38445 0.0 0.0 0.0 0.490
C 2.25426 0.54332 -1.54712 0.0 0.1 -0.1 -0.543
O 1.05217 0.39646 -2.28209 -0.2 0.0 0.1 -0.399
H 2.97851 0.99415 -2.22715 0.0 0.0 0.0 0.256
H 2.62557 -0.43559 -1.24023 0.0 0.0 0.0 0.266
H 2.14232 1.18390 -0.67094 0.0 0.0 0.0 0.235

---

11
Properties=species:S:1:pos:R:3:forces:R:3:mulliken_charge:R:1 method="wB97M-V/def2-TZVPD" multiplicity=1 mol_weight_g_mol=140.89 e_lumo_ev=-1.68 homo_lumo_gap_ev=4.9 de_lowest_kj_mol=374.2 fmax_ha_per_bohr=0.016
Li -0.37746 -0.56034 0.66268 -0.4 -0.2 0.6 0.885
Br -2.75555 -2.10064 3.88212 0.5 0.3 -0.6 -0.902
O -3.04027 0.92225 -1.63535 0.4 -0.1 0.2 -0.631
H -3.82967 1.46361 -1.63875 -0.2 0.1 0.1 0.317
H -3.01650 0.52710 -2.50685 0.0 -0.1 -0.2 0.321
O 1.51784 2.49478 1.30100 -0.2 -0.4 -0.2 -0.637
H 0.84049 3.15478 1.44876 -0.2 0.2 0.1 0.329
H 2.33154 2.92188 1.56881 0.3 0.0 0.1 0.314
O 2.45717 -2.76097 -0.89292 -0.3 0.3 0.1 -0.641
H 2.84284 -2.69503 -1.76650 0.1 0.0 -0.2 0.320
H 3.02959 -3.36742 -0.42303 0.1 -0.2 0.2 0.324

---

81
Properties=species:S:1:pos:R:3:forces:R:3:mulliken_charge:R:1 method="wB97M-V/def2-TZVPD" multiplicity=1 mol_weight_g_mol=568.23 e_lumo_ev=1.04 total_charge=-1 homo_lumo_gap_ev=3.8 fmax_ha_per_bohr=0.035
C 3.37542 -0.48570 1.74698 -0.3 -0.2 -0.7 -1.030
C 2.49349 0.52488 2.17907 -0.2 -0.3 0.1 -1.557
C 1.08284 0.55660 1.97924 0.2 -0.8 0.1 1.138
C 0.53048 0.58259 0.64262 -0.5 -0.7 0.1 1.711
C 1.43621 0.54540 -0.55483 0.4 0.6 0.0 -0.244
C 2.15292 1.90443 -0.75175 -1.0 -0.1 0.5 -1.072
C 1.18153 2.95036 -1.30115 0.2 -0.6 -0.5 -1.001
C 0.76456 2.70088 -2.74829 0.4 0.5 -0.4 0.271
C 1.95699 2.63673 -3.73516 -0.6 -0.3 0.4 -1.284
C 2.07769 1.28067 -4.44573 0.0 0.9 -0.2 0.005
C 1.28036 1.24009 -5.76228 -0.1 -0.3 0.4 -0.948
C 0.03177 0.36792 -5.70929 0.4 -0.4 -0.7 -0.831
C 0.32457 -1.10714 -5.41968 -0.9 0.2 0.3 -0.440
C -0.88965 -1.82139 -4.79008 0.8 -0.2 -0.1 -1.134
C -0.84000 0.68006 0.49787 0.8 -0.3 0.3 0.159
C -1.58249 0.67924 -0.80721 1.4 -0.7 -0.9 -0.235
O -2.35445 1.54370 -1.11890 -0.2 0.6 0.1 -0.657
O -1.33227 -0.35133 -1.64750 -1.0 0.5 0.1 -0.152
B -1.62927 -1.69913 -1.26181 0.6 -0.3 0.2 0.459
C -0.89971 -2.29904 -0.04923 -0.1 0.2 -0.2 -0.489
O -2.50557 -2.39928 -2.05277 -0.2 0.4 -0.1 -0.672
C -1.67258 0.74471 1.63683 -0.8 0.0 0.0 0.060
B -3.20175 0.88825 1.31739 -0.2 -0.1 0.1 0.865
O -3.81705 -0.03539 0.47471 0.3 0.2 0.0 -0.648
O -3.91825 1.93651 1.82967 0.3 0.3 -0.2 -0.761
C -1.14760 0.69086 2.88274 -0.1 0.5 0.1 0.588
C -2.10084 0.71642 4.04410 0.2 -0.5 0.5 -1.419
C -2.89749 -0.61358 4.18677 0.1 0.8 0.2 -0.200
C -3.40289 -0.70696 5.60187 0.1 -0.4 -0.3 -0.019
O -4.45995 -0.27924 5.93325 -0.9 0.2 0.3 -0.535
O -2.60369 -1.33245 6.49983 0.2 0.4 0.3 -0.550
N 0.20935 0.60983 3.06134 -0.3 0.4 -0.2 0.081
C 0.73181 0.55568 4.41730 0.3 -0.2 0.4 -1.751
C 0.61385 -0.83638 5.02774 0.4 -0.4 -0.9 1.681
C 1.35321 -1.89187 4.25999 0.1 -0.2 0.1 -1.607
F 1.16488 -0.78339 6.29915 -0.4 0.3 0.4 -0.432
H 4.15105 -0.23530 1.02599 0.9 0.1 0.9 0.220
H 3.36485 -1.50617 2.10615 -0.7 -0.1 -0.7 0.280
H 2.91906 1.34356 2.75233 0.2 0.5 -0.4 0.589
H 0.86277 0.37906 -1.44779 -0.4 -0.4 -0.3 -0.674
H 2.13412 -0.27746 -0.48905 0.2 -0.3 0.1 0.697
H 2.44539 2.22873 0.24067 0.6 0.2 0.0 0.517
H 3.00694 1.79307 -1.40659 0.3 -0.1 0.0 0.525
H 0.28361 2.93335 -0.69182 -0.2 0.3 0.3 0.174
H 1.63190 3.93925 -1.26055 0.0 0.2 0.2 0.465
H 0.12323 3.52542 -3.04862 -0.3 0.1 0.0 0.634
H 0.17565 1.79872 -2.86383 -0.2 -0.2 0.1 -0.536
H 2.87464 2.85709 -3.19769 0.2 0.1 0.0 0.493
H 1.81266 3.41472 -4.47546 0.2 0.2 -0.2 0.457
H 3.13312 1.13296 -4.64402 0.2 -0.4 -0.1 0.487
H 1.72367 0.50380 -3.77902 0.2 -0.3 0.2 -0.128
H 1.92562 0.87536 -6.55778 0.0 0.0 -0.2 0.347
H 0.97408 2.24989 -6.01927 0.1 0.2 -0.2 0.412
H -0.71450 0.75636 -5.02384 0.0 0.1 0.3 0.303
H -0.41630 0.39112 -6.70370 -0.3 0.2 -0.1 0.401
H 1.15574 -1.20204 -4.73551 0.3 -0.1 0.1 0.370
H 0.57914 -1.61408 -6.34459 0.3 0.0 -0.2 0.503
H -1.63388 -1.12276 -4.43392 -0.2 0.1 0.1 0.271
H -0.53824 -2.40282 -3.94636 -0.1 -0.2 0.3 0.141
H -1.33576 -2.53563 -5.47155 -0.3 0.0 -0.2 0.424
H -0.87998 -3.37917 -0.03900 0.2 -0.2 0.0 0.562
H -1.37373 -1.93490 0.85514 -0.2 0.0 0.5 0.089
H 0.10769 -1.90014 -0.03216 0.4 -0.3 0.2 -0.267
H -3.41002 -2.31243 -1.74255 -0.1 -0.1 -0.1 0.313
H -4.14744 0.44411 -0.29585 -0.3 -0.3 -0.1 0.267
H -4.64247 2.16824 1.24072 -0.4 -0.1 0.3 0.316
H -1.62097 0.90727 4.99654 0.2 0.2 0.0 0.564
H -2.80915 1.51803 3.90677 -0.2 0.3 -0.1 0.612
H -3.78979 -0.52722 3.58198 -0.1 -0.4 -0.4 0.435
H -2.28703 -1.46498 3.91520 0.0 -0.2 -0.2 0.442
H -1.68566 -1.12895 6.27738 0.1 -0.4 0.1 0.563
H 0.23868 1.29012 5.03798 -0.1 0.2 0.1 0.489
H 1.78031 0.81200 4.43931 0.2 0.0 -0.3 0.640
H -0.42171 -1.17082 5.06471 -0.2 0.2 0.4 -0.580
H 0.95799 -2.04620 3.26357 0.1 0.1 -0.4 0.286
H 2.40465 -1.64622 4.23049 0.3 0.1 -0.3 0.320
H 1.27017 -2.83923 4.77688 -0.1 -0.2 0.2 0.515
C 2.06551 -3.42815 -0.40764 -1.0 -0.8 -0.1 0.669
O 2.45516 -2.98541 -1.50958 0.2 0.5 0.0 -0.732
O 2.30952 -2.83157 0.73955 0.3 1.2 0.7 -0.488
O 1.33324 -4.46409 -0.24640 0.4 0.1 -0.1 -0.734

---

12
Properties=species:S:1:pos:R:3:forces:R:3:mulliken_charge:R:1 method="wB97M-V/def2-TZVPD" multiplicity=1 mol_weight_g_mol=95.10 e_lumo_ev=0.33 homo_lumo_gap_ev=8.5 de_lowest_kj_mol=249.7 smiles=Nc1cncnc1 fmax_ha_per_bohr=0.012
N -1.84306 0.04903 0.41344 -0.3 -0.1 -0.2 -0.640
C -0.70098 -0.01782 -0.37803 0.2 0.0 0.2 0.321
C 0.05674 1.11840 -0.68348 0.0 0.1 0.5 -0.256
N 1.26973 1.11145 -0.13448 0.4 0.0 -0.2 -0.452
C 1.72020 -0.02297 0.37778 0.4 0.1 -0.1 -0.049
N 1.28255 -1.22437 -0.01580 0.0 0.4 -0.1 -0.494
C 0.05365 -1.21839 -0.50514 -0.1 0.1 0.2 -0.218
H -1.86533 0.96505 0.85917 -0.4 -0.2 -0.3 0.291
H -1.71761 -0.63214 1.16031 -0.5 0.0 -0.3 0.308
H -0.32031 2.02959 -1.15941 0.0 -0.3 0.4 0.410
H 2.45748 0.04125 1.16551 0.4 -0.1 -0.3 0.374
H -0.32907 -2.12724 -0.96459 -0.2 0.0 0.5 0.405

---

18
Properties=species:S:1:pos:R:3:forces:R:3:mulliken_charge:R:1 method="wB97M-V/def2-TZVPD" multiplicity=1 mol_weight_g_mol=110.16 e_lumo_ev=1.06 homo_lumo_gap_ev=9.3 de_lowest_kj_mol=829.5 fmax_ha_per_bohr=0.101
C -1.55701 -0.72442 -0.48317 3.2 -1.7 -0.4 -0.443
C -0.10004 -1.32480 0.23220 -1.0 -0.5 0.1 -0.413
C 1.33871 -1.95810 -0.03087 -0.6 -2.2 1.5 -0.290
C 1.24677 0.62972 0.38263 -0.4 2.3 -4.0 -0.595
C -0.09594 1.13914 0.65629 -2.9 2.4 1.9 -0.334
C -0.83552 2.13155 -0.33379 -0.5 1.5 1.2 -0.415
H -1.59848 -1.07378 -1.57520 0.1 1.0 1.5 0.272
H -2.42950 -1.25158 0.06173 1.0 1.9 -0.4 0.270
H -0.28312 -1.25638 1.31879 0.1 0.0 -0.3 0.215
H 2.00697 -2.43979 0.92536 -2.0 2.1 -2.0 0.206
H 1.40338 -2.82233 -0.77888 0.1 2.2 0.1 0.241
H 1.53949 1.28427 -0.50814 1.4 -0.2 2.0 0.282
H 1.68490 0.46065 1.27465 2.8 0.2 2.7 0.511
H -0.34665 1.27880 1.78500 -0.1 -0.4 -1.9 0.213
H -1.76932 2.86153 0.02514 2.3 -2.2 -0.6 0.224
H -0.08049 2.87995 -0.92942 -1.8 -2.7 0.4 0.213
N 0.94836 -0.55647 -0.27736 1.1 -4.9 -1.2 -0.148
N -0.96392 0.65934 -0.31389 -2.9 1.2 -0.6 -0.010